Here is a 14-piece molecular cluster, C60H145N3O14 overall at a distorted geometry from the OMol25 dataset. Energies are from ωB97M-V/def2-TZVPD.

Computed properties:
- Energy relative to the best compared isomer or geometry (same formula, charge and spin): 0.0 kcal per mole
- E_tot: -97700.834 eV
- E_LUMO: 0.0103 Eh
- Highest occupied orbital energy: -7.898 eV

```
! wB97M-V def2-TZVPD RIJCOSX def2/J DEFGRID3
* xyz 0 1
C 16.046 -7.873 20.107
C 17.027 -8.075 18.931
C 16.589 -7.434 17.591
O 18.167 -7.443 19.211
H 15.756 -6.822 20.104
H 16.570 -8.115 21.032
H 15.076 -8.366 20.040
H 17.357 -9.105 18.799
H 16.206 -6.414 17.604
H 15.811 -8.128 17.273
H 17.349 -7.412 16.810
H 18.458 -7.829 20.040
C 23.860 -1.738 22.699
C 23.639 -0.527 23.552
C 22.401 0.303 23.214
O 23.620 -0.923 24.923
H 24.563 -2.408 23.194
H 24.298 -1.528 21.723
H 22.910 -2.249 22.539
H 24.571 0.032 23.469
H 22.478 0.685 22.196
H 22.139 1.028 23.984
H 21.589 -0.416 23.109
H 23.514 -0.093 25.394
C 12.709 -0.850 22.010
C 11.755 -0.043 22.926
C 10.835 -0.878 23.864
O 12.409 0.926 23.695
H 13.176 -0.248 21.230
H 12.200 -1.695 21.546
H 13.488 -1.256 22.656
H 11.095 0.339 22.147
H 11.284 -1.270 24.776
H 10.380 -1.686 23.290
H 10.038 -0.202 24.173
H 13.014 1.427 23.143
C 24.050 -1.551 16.631
C 23.283 -2.793 16.596
C 23.502 -3.659 17.806
O 21.964 -2.311 16.515
H 23.757 -0.906 17.459
H 24.007 -0.980 15.704
H 25.105 -1.796 16.759
H 23.646 -3.283 15.693
H 22.779 -4.431 18.069
H 23.533 -3.014 18.684
H 24.458 -4.183 17.784
H 21.452 -3.109 16.663
C 16.934 -7.293 23.709
C 18.123 -7.232 24.597
C 18.217 -8.447 25.547
O 19.272 -7.186 23.799
H 16.010 -7.291 24.286
H 16.858 -8.204 23.115
H 16.910 -6.389 23.100
H 18.035 -6.310 25.172
H 18.173 -9.447 25.115
H 17.424 -8.579 26.283
H 19.157 -8.324 26.085
H 19.687 -6.345 24.004
C 20.571 2.282 15.688
C 20.780 0.899 16.194
C 19.634 0.168 16.893
O 21.278 0.113 15.136
H 20.214 2.805 16.576
H 19.881 2.293 14.843
H 21.492 2.728 15.313
H 21.668 0.888 16.827
H 18.709 0.348 16.345
H 19.597 0.592 17.896
H 19.795 -0.910 16.889
H 21.523 -0.742 15.497
C 15.648 -1.007 15.615
C 15.451 -0.016 16.802
C 15.851 1.321 16.449
O 14.055 0.069 17.166
H 16.695 -1.046 15.314
H 15.202 -0.667 14.680
H 15.525 -2.038 15.945
H 15.989 -0.318 17.702
H 15.676 1.951 17.322
H 15.341 1.669 15.551
H 16.922 1.454 16.301
H 14.021 0.652 17.927
C 18.685 -5.406 14.719
C 19.162 -4.469 15.833
C 18.135 -4.392 16.968
O 20.448 -4.833 16.260
H 19.364 -5.471 13.869
H 17.709 -5.095 14.345
H 18.575 -6.445 15.030
H 19.176 -3.514 15.307
H 18.183 -5.223 17.672
H 17.097 -4.433 16.637
H 18.348 -3.523 17.591
H 20.538 -5.789 16.260
C 22.244 -6.739 23.360
C 23.736 -6.663 23.514
C 24.341 -5.540 22.670
O 23.935 -6.438 24.876
H 21.805 -7.556 23.933
H 21.903 -6.990 22.356
H 21.775 -5.787 23.609
H 24.278 -7.586 23.307
H 23.670 -4.684 22.736
H 24.431 -5.853 21.630
H 25.310 -5.186 23.021
H 23.619 -5.549 25.051
C 20.860 -3.096 26.257
C 22.177 -3.833 26.365
C 22.169 -5.162 26.992
O 22.874 -3.841 25.139
H 20.346 -3.056 27.217
H 20.304 -3.789 25.625
H 20.919 -2.151 25.718
H 22.726 -3.144 27.006
H 21.564 -5.884 26.443
H 21.688 -5.069 27.966
H 23.119 -5.694 27.041
H 23.074 -2.916 24.980
C 17.069 1.963 21.707
C 15.765 1.298 22.116
C 15.930 0.676 23.489
O 14.665 2.143 22.013
H 17.067 2.202 20.643
H 17.911 1.271 21.732
H 17.391 2.887 22.187
H 15.653 0.442 21.451
H 14.943 0.466 23.902
H 16.337 1.394 24.200
H 16.554 -0.209 23.362
H 14.942 2.901 22.533
C 20.798 -9.773 14.679
C 20.486 -9.981 16.194
C 21.259 -11.262 16.643
C 22.760 -11.001 16.790
C 23.081 -9.795 17.730
C 22.278 -8.505 17.449
N 20.871 -8.855 17.090
O 20.035 -7.716 16.973
C 22.429 -7.710 18.786
C 23.006 -7.769 16.316
C 18.969 -10.294 16.312
H 20.472 -8.807 14.294
H 20.238 -10.487 14.076
H 21.874 -9.756 14.508
H 20.952 -11.590 17.636
H 21.027 -12.152 16.059
H 23.078 -10.967 15.748
H 23.382 -11.876 16.981
H 24.162 -9.706 17.621
H 22.883 -10.214 18.717
H 23.445 -7.376 19.000
H 21.934 -6.746 18.668
H 22.016 -8.260 19.632
H 23.337 -8.379 15.475
H 22.287 -7.123 15.811
H 23.821 -7.162 16.709
H 18.666 -10.428 17.351
H 18.650 -11.152 15.720
H 18.423 -9.434 15.925
H 19.541 -7.623 17.791
C 14.380 -4.668 16.216
C 12.855 -4.783 16.565
C 12.747 -5.676 17.803
C 11.432 -5.675 18.551
C 11.065 -4.207 18.862
C 11.050 -3.260 17.608
N 12.346 -3.423 16.883
O 12.462 -2.535 15.895
C 9.799 -3.432 16.781
C 11.092 -1.839 18.253
C 12.058 -5.473 15.388
H 14.832 -4.120 17.042
H 14.529 -4.124 15.283
H 14.913 -5.607 16.068
H 13.061 -6.691 17.557
H 13.468 -5.316 18.538
H 11.343 -6.232 19.484
H 10.674 -6.182 17.955
H 11.822 -3.876 19.572
H 10.062 -4.128 19.282
H 9.633 -4.508 16.731
H 8.894 -2.981 17.187
H 10.028 -3.028 15.794
H 11.093 -1.073 17.477
H 10.242 -1.671 18.914
H 11.962 -1.755 18.904
H 12.613 -6.234 14.839
H 11.931 -4.658 14.676
H 11.030 -5.773 15.591
H 12.813 -1.791 16.390
C 16.694 -2.619 22.029
C 17.200 -2.898 20.582
C 17.648 -1.569 19.998
C 19.012 -1.120 20.567
C 20.084 -2.188 20.299
C 19.729 -3.604 20.872
N 18.309 -3.951 20.513
O 17.948 -5.285 20.987
C 20.739 -4.588 20.082
C 20.102 -3.773 22.380
C 16.020 -3.468 19.797
H 16.576 -3.527 22.619
H 15.716 -2.139 22.051
H 17.369 -2.020 22.641
H 17.711 -1.702 18.918
H 16.916 -0.772 20.128
H 18.964 -0.983 21.647
H 19.283 -0.130 20.201
H 21.002 -1.827 20.762
H 20.297 -2.242 19.231
H 20.471 -5.637 20.207
H 20.734 -4.344 19.020
H 21.737 -4.334 20.440
H 21.140 -3.608 22.667
H 19.545 -3.111 23.044
H 19.886 -4.802 22.667
H 16.395 -3.934 18.886
H 15.318 -2.660 19.593
H 15.527 -4.286 20.323
H 18.167 -5.827 20.224
*
```

Here is one molecule with the formula C23H35N3O3 from the OMol25 dataset. Energies are from ωB97M-V/def2-TZVPD.

Computed properties:
- SMILES: CC1(C)C[C@@H](C(=O)N2CCCCC(C)(C)C2)CN(C(=O)c2ncoc2C2CC2)C1
- Energy relative to the best compared isomer or geometry (same formula, charge and spin): 32.9 kcal per mole
- E_tot: -35032.368 eV
- E_LUMO: 0.0246 Eh
- Highest occupied orbital energy: -8.875 eV

```
! wB97M-V def2-TZVPD RIJCOSX def2/J DEFGRID3
* xyz 0 1
C -0.960 3.116 -2.083
C -0.386 1.808 -1.543
C 1.113 1.985 -1.288
C -1.104 1.432 -0.243
C -0.739 0.027 0.229
C -1.549 -0.371 1.454
O -2.675 0.078 1.627
N -0.993 -1.284 2.292
C 0.355 -1.833 2.145
C 1.460 -0.976 2.775
C 1.008 -0.191 4.007
C 0.161 -0.983 5.011
C -1.363 -1.006 4.772
C -2.010 -1.792 5.914
C -1.934 0.413 4.775
C -1.736 -1.724 3.465
C -1.044 -0.963 -0.900
N -0.304 -0.619 -2.110
C 0.956 -1.160 -2.217
O 1.426 -1.842 -1.325
C 1.721 -1.115 -3.521
N 2.411 -2.305 -3.762
C 3.041 -2.111 -4.855
O 2.861 -0.892 -5.388
C 2.005 -0.243 -4.537
C 1.709 1.150 -4.946
C 1.864 1.524 -6.398
C 0.496 1.451 -5.800
C -0.634 0.710 -2.599
H -2.029 3.025 -2.284
H -0.822 3.923 -1.360
H -0.462 3.409 -3.011
H 1.591 1.081 -0.909
H 1.629 2.275 -2.204
H 1.278 2.776 -0.553
H -0.875 2.167 0.535
H -2.187 1.472 -0.390
H 0.325 -0.027 0.452
H 0.333 -2.807 2.635
H 0.582 -2.023 1.097
H 2.283 -1.645 3.040
H 1.864 -0.279 2.037
H 1.900 0.186 4.511
H 0.455 0.695 3.688
H 0.530 -2.014 5.071
H 0.311 -0.555 6.006
H -3.091 -1.862 5.777
H -1.608 -2.806 5.972
H -1.826 -1.300 6.871
H -3.021 0.382 4.696
H -1.668 0.928 5.702
H -1.579 1.008 3.935
H -2.797 -1.577 3.264
H -1.553 -2.795 3.584
H -0.807 -1.986 -0.622
H -2.109 -0.903 -1.141
H 3.679 -2.794 -5.391
H 1.996 1.909 -4.233
H 2.277 2.500 -6.609
H 2.165 0.743 -7.079
H -0.129 0.609 -6.064
H -0.035 2.372 -5.603
H -1.693 0.707 -2.876
H -0.064 0.923 -3.495
*
```

Here is one molecule with the formula C5H7FN2 at a distorted geometry from the OMol25 dataset. Energies are from ωB97M-V/def2-TZVPD.

Computed properties:
- SMILES: N[C@@]1(F)C=CC=NC1
- Energy relative to the best compared isomer or geometry (same formula, charge and spin): 60.1 kcal per mole
- E_tot: -10993.702 eV
- E_LUMO: 0.0090 Eh
- Highest occupied orbital energy: -9.100 eV

```
! wB97M-V def2-TZVPD RIJCOSX def2/J DEFGRID3
* xyz 0 1
C -1.130 1.233 0.187
C 0.182 1.188 0.259
C -2.018 0.156 0.196
C -0.250 -1.349 -0.079
C 0.959 -0.044 0.170
N -1.598 -1.071 0.128
N 1.824 -0.254 -0.923
F 1.619 -0.187 1.389
H -1.665 2.147 0.347
H 0.616 2.166 0.513
H -3.058 0.285 0.388
H 0.115 -1.560 -1.052
H -0.103 -2.154 0.537
H 2.464 0.640 -0.924
H 2.042 -1.195 -1.136
*
```

Here is C41H38N4O3P2Sc as an isolated structure at a distorted geometry from the OMol25 dataset. Energies are from ωB97M-V/def2-TZVPD.

Computed properties:
- Energy relative to the best compared isomer or geometry (same formula, charge and spin): 18.6 kcal per mole
- E_tot: -94515.537 eV
- E_LUMO: -0.1157 Eh
- Highest occupied orbital energy: -10.686 eV

```
! wB97M-V def2-TZVPD RIJCOSX def2/J DEFGRID3
* xyz 1 1
Sc -0.074 -0.235 1.413
C 0.111 2.603 4.834
C 0.507 1.650 3.757
N -0.011 1.622 2.584
N -0.933 2.531 2.180
C -1.339 2.233 0.962
O -0.947 1.167 0.339
C -2.252 3.187 0.307
C -2.200 3.351 -1.074
C -3.049 4.245 -1.703
C -3.971 4.966 -0.957
C -4.028 4.805 0.422
C -3.167 3.924 1.055
C 1.575 0.649 3.941
C 2.334 0.561 5.100
C 3.355 -0.374 5.170
C 3.578 -1.208 4.087
C 2.764 -1.073 2.975
N 1.798 -0.166 2.891
H -0.724 3.204 4.487
H -0.182 2.058 5.732
H 0.941 3.266 5.087
H -1.477 2.776 -1.636
H -3.002 4.381 -2.776
H -4.651 5.651 -1.446
H -4.743 5.372 1.003
H -3.207 3.781 2.126
H 2.131 1.229 5.925
H 3.967 -0.441 6.059
H 4.362 -1.952 4.101
H 2.885 -1.720 2.113
C 0.492 -0.886 -3.195
N 0.358 -0.774 -1.738
P 1.660 -0.272 -0.731
C 3.123 -0.909 -1.617
C 4.024 -0.105 -2.306
C 5.078 -0.687 -2.995
C 5.240 -2.064 -2.996
C 4.350 -2.870 -2.298
C 3.299 -2.293 -1.606
C 1.833 1.528 -0.932
C 1.267 2.292 -1.944
C 1.456 3.666 -1.959
C 2.211 4.282 -0.971
C 2.779 3.524 0.044
C 2.583 2.153 0.068
P -0.694 -1.794 -0.817
C -0.952 -3.266 -1.864
C -1.914 -3.310 -2.870
C -2.039 -4.447 -3.653
C -1.217 -5.544 -3.431
C -0.267 -5.511 -2.421
C -0.137 -4.374 -1.637
C -2.374 -1.080 -0.928
C -2.777 -0.047 -1.762
C -4.087 0.404 -1.715
C -4.993 -0.173 -0.837
C -4.598 -1.210 -0.005
C -3.289 -1.663 -0.049
H 1.230 -0.167 -3.550
H -0.464 -0.675 -3.675
H 0.815 -1.883 -3.500
H 3.902 0.971 -2.309
H 5.776 -0.059 -3.534
H 6.063 -2.511 -3.539
H 4.479 -3.945 -2.292
H 2.596 -2.914 -1.058
H 0.673 1.814 -2.714
H 1.006 4.262 -2.743
H 2.353 5.354 -0.990
H 3.368 4.004 0.815
H 3.010 1.552 0.866
H -2.569 -2.465 -3.037
H -2.785 -4.479 -4.436
H -1.326 -6.431 -4.041
H 0.364 -6.371 -2.239
H 0.591 -4.345 -0.834
H -2.057 0.413 -2.427
H -4.396 1.219 -2.357
H -6.011 0.194 -0.799
H -5.308 -1.658 0.678
H -2.962 -2.476 0.592
C -1.548 -2.683 4.089
C -1.014 -1.803 3.003
O -0.008 -2.147 2.319
O -1.555 -0.679 2.746
H -1.630 -3.703 3.715
H -2.512 -2.318 4.433
H -0.846 -2.689 4.924
*
```

Here is a 6-piece molecular cluster, C4H18NO7S overall at a distorted geometry from the OMol25 dataset. Energies are from ωB97M-V/def2-TZVPD.

Computed properties:
- Energy relative to the best compared isomer or geometry (same formula, charge and spin): 0.0 kcal per mole
- E_tot: -31101.779 eV
- E_LUMO: 0.1010 Eh
- Highest occupied orbital energy: -6.409 eV

```
! wB97M-V def2-TZVPD RIJCOSX def2/J DEFGRID3
* xyz -1 1
C -1.276 2.447 0.106
C -0.331 1.248 0.282
C 1.120 1.586 -0.111
S 1.948 2.574 1.209
N -0.801 0.161 -0.595
C -0.649 -1.178 -0.150
O -0.540 -2.036 -1.047
O -0.662 -1.410 1.105
H -1.514 2.618 -0.965
H -2.195 2.256 0.617
H -0.856 3.335 0.523
H -0.428 0.885 1.394
H 1.161 2.139 -1.071
H 1.675 0.666 -0.272
H 3.254 2.253 0.858
H -0.556 0.309 -1.573
H 2.153 -2.397 0.127
H 2.905 -1.302 0.823
O 2.803 -1.650 -0.055
H -3.075 0.221 -2.582
H -2.849 0.446 -1.196
O -3.443 0.675 -1.902
H 1.972 -1.012 -2.092
H 0.526 -1.379 -2.230
O 1.235 -0.847 -2.673
H 0.412 -2.862 1.200
H 0.460 -3.369 -0.176
O 0.969 -3.482 0.609
H -1.769 -0.553 2.053
H -2.870 0.323 1.539
O -2.508 0.061 2.348
*
```

> Look up the E_LUMO of the fourth one.

-0.1157 Eh

> The highest E_tot belongs to which entry?

C5H7FN2

> Which value of energy relative to the best compared isomer or geometry (same formula, charge and spin) does entry 2 give?

32.9 kcal per mole

> Which value of highest occupied orbital energy does entry 5 give?

-6.409 eV